Entry P
{"formula": "C4H14NO", "method": "ωB97M-V/def2-TZVPD", "e_lumo_ev": -3.32, "total_charge": 1, "molar_mass_g_mol": 92.2, "orbital_gap_ha": 0.4353, "elements": ["C", "C", "C", "C", "N", "H", "H", "H", "H", "H", "H", "H", "H", "H", "H", "H", "H", "H", "H", "O"], "positions_angstrom": [[1.43, -0.18, -0.94], [0.28, 0.03, 0.01], [-0.74, 1.13, -0.45], [-1.62, 0.24, -1.51], [0.95, 0.70, 1.29], [1.04, -0.27, -2.04], [2.10, 0.82, -1.00], [2.08, -0.96, -0.45], [-0.24, -0.83, 0.21], [-0.43, 2.14, -0.94], [-1.53, 1.30, 0.40], [-1.71, -0.89, -1.37], [-1.49, 0.55, -2.49], [-2.64, 0.65, -1.34], [0.38, 1.44, 1.72], [1.71, 1.20, 0.84], [1.25, 0.07, 2.03], [-1.03, -2.69, 1.83], [0.49, -2.37, 2.31], [-0.28, -2.09, 1.88]]}

=====

Entry Q
{"formula": "C4H14NO", "method": "ωB97M-V/def2-TZVPD", "e_lumo_ev": -2.99, "total_charge": 1, "molar_mass_g_mol": 92.2, "orbital_gap_ha": 0.4700, "elements": ["C", "C", "N", "C", "C", "H", "H", "H", "H", "H", "H", "H", "H", "H", "H", "H", "H", "H", "H", "O"], "positions_angstrom": [[0.14, -1.94, -1.20], [0.76, -0.54, -1.25], [0.87, 0.13, 0.08], [0.34, 1.59, 0.02], [-1.16, 1.59, -0.19], [0.12, -2.17, -2.28], [0.90, -2.70, -0.89], [-0.79, -2.07, -0.66], [0.08, 0.01, -1.91], [1.73, -0.56, -1.75], [0.45, -0.26, 0.92], [1.85, 0.26, 0.29], [0.74, 2.12, 0.89], [0.77, 2.07, -0.86], [-1.71, 1.19, 0.70], [-1.57, 0.86, -0.87], [-1.49, 2.60, -0.46], [-0.07, -1.26, 3.28], [-1.36, -0.30, 3.31], [-0.60, -0.62, 2.83]]}

=====

Which structure loses on stability? entry P does.

=====

Entry P
{"formula": "C2H4Cl2FN", "method": "ωB97M-V/def2-TZVPD", "e_lumo_ev": 0.62, "molar_mass_g_mol": 132.0, "orbital_gap_ha": 0.3842, "smiles": "NCC(F)(Cl)Cl", "elements": ["N", "C", "C", "F", "Cl", "Cl", "H", "H", "H", "H"], "positions_angstrom": [[1.20, -1.93, 0.57], [1.08, -0.99, -0.51], [0.18, 0.17, 0.20], [0.77, 0.85, 1.10], [-0.07, 1.12, -1.38], [-1.50, -0.18, 0.66], [0.30, -2.41, 0.58], [1.09, -1.23, 1.61], [2.06, -0.25, -0.89], [0.27, -1.32, -1.33]]}

=====

Entry Q
{"formula": "C2H4Cl2FN", "method": "ωB97M-V/def2-TZVPD", "e_lumo_ev": 0.82, "molar_mass_g_mol": 132.0, "orbital_gap_ha": 0.4075, "smiles": "N[C@@H](F)C(Cl)Cl", "elements": ["N", "C", "F", "C", "Cl", "Cl", "H", "H", "H", "H"], "positions_angstrom": [[0.70, -0.38, -0.25], [-0.49, 0.44, -0.39], [-0.87, 0.41, -1.77], [-1.63, -0.06, 0.43], [-2.15, -1.63, -0.13], [-3.04, 1.04, 0.24], [0.66, -1.33, 0.01], [1.39, -0.21, -0.94], [-0.13, 1.51, -0.02], [-1.24, 0.00, 1.41]]}

=====

Which structure loses on stability? entry P does.

=====

Entry P
{"formula": "C7H13N2OS", "method": "ωB97M-V/def2-TZVPD", "e_lumo_ev": [-5.37, -5.68], "total_charge": 1, "molar_mass_g_mol": 173.3, "orbital_gap_ha": [0.2557, 0.2510], "smiles": "C#[N+]C(N)=S(=O)=C(CC)CC", "elements": ["C", "N", "C", "N", "S", "O", "C", "C", "C", "C", "C", "H", "H", "H", "H", "H", "H", "H", "H", "H", "H", "H", "H", "H"], "positions_angstrom": [[-1.93, 0.95, 0.85], [-1.07, 1.55, 1.40], [0.20, 1.55, 1.46], [0.92, 1.86, 2.56], [1.24, 0.91, 0.01], [2.29, 0.20, 0.71], [-0.11, -0.20, -0.57], [0.05, -1.64, -0.27], [0.02, -2.04, 1.16], [-0.68, 0.39, -1.80], [0.43, 0.30, -2.86], [-2.97, 0.92, 0.58], [0.49, 2.14, 3.42], [1.87, 2.03, 2.54], [-0.88, -2.11, -0.65], [0.97, -2.06, -0.50], [0.81, -1.88, 1.90], [-0.22, -3.18, 1.25], [-0.89, -1.75, 1.72], [-1.57, -0.16, -2.13], [-0.92, 1.50, -1.54], [-0.01, 0.49, -3.81], [0.73, -0.76, -2.96], [1.20, 1.00, -2.48]]}

=====

Entry Q
{"formula": "C7H13N2OS", "method": "ωB97M-V/def2-TZVPD", "e_lumo_ev": -4.90, "total_charge": 1, "molar_mass_g_mol": 173.3, "orbital_gap_ha": 0.2826, "elements": ["C", "C", "C", "C", "C", "C", "C", "N", "N", "O", "S", "H", "H", "H", "H", "H", "H", "H", "H", "H", "H", "H", "H", "H"], "positions_angstrom": [[-0.17, -0.85, -1.69], [-0.64, 0.94, -0.30], [1.57, 1.50, 0.06], [2.35, -0.97, 0.51], [0.45, 0.55, 0.59], [-1.42, 2.13, -0.05], [-1.01, -2.28, 0.13], [0.81, -0.87, 0.49], [0.14, -1.53, -0.48], [-0.95, 0.33, -1.39], [2.86, 0.47, -0.54], [0.79, -0.58, -2.30], [-0.78, -1.52, -2.52], [1.27, 2.24, -0.73], [1.96, 2.29, 0.83], [2.47, -0.79, 1.57], [2.50, -1.90, -0.02], [0.15, 0.60, 1.61], [-1.14, 2.52, 1.04], [-2.48, 1.92, -0.03], [-1.04, 2.80, -0.84], [-0.51, -2.84, 0.91], [-1.60, -2.93, -0.56], [-1.61, -1.49, 0.64]]}

=====

Which structure loses on stability? entry P does.

=====

Entry P
{"formula": "C5H7NO3S", "method": "ωB97M-V/def2-TZVPD", "e_lumo_ev": [-1.39, -1.39], "molar_mass_g_mol": 161.2, "orbital_gap_ha": [0.2637, 0.2637], "smiles": "O=C1C=CC(O)=[N+]1[O-].CS", "elements": ["O", "C", "C", "C", "C", "O", "N", "O", "H", "H", "H", "C", "S", "H", "H", "H", "H"], "positions_angstrom": [[-2.39, 2.37, 1.71], [-2.71, 1.65, 0.83], [-3.99, 1.61, 0.12], [-3.92, 0.78, -0.90], [-2.59, 0.10, -0.75], [-2.24, -0.94, -1.45], [-1.90, 0.47, 0.28], [-0.79, -0.04, 0.53], [-4.83, 2.19, 0.46], [-4.52, 0.54, -1.65], [-1.26, -1.08, -1.31], [2.45, -0.74, 0.73], [2.80, -2.57, 0.47], [1.39, -0.75, 0.86], [2.66, -0.22, -0.20], [3.09, -0.42, 1.65], [4.07, -2.47, 0.33]]}

=====

Entry Q
{"formula": "C5H7NO3S", "method": "ωB97M-V/def2-TZVPD", "e_lumo_ev": 0.47, "molar_mass_g_mol": 161.2, "orbital_gap_ha": 0.3154, "elements": ["C", "C", "C", "C", "C", "N", "O", "O", "O", "S", "H", "H", "H", "H", "H", "H", "H"], "positions_angstrom": [[-1.34, -0.20, 0.16], [-0.55, -1.31, 0.01], [-2.74, -0.43, 0.16], [0.74, 0.85, 0.39], [1.25, -0.45, -0.34], [-0.61, 1.02, 0.02], [-3.15, -1.56, 0.24], [-3.66, 0.59, 0.15], [-0.87, -2.55, -0.26], [2.64, -1.28, 0.40], [0.78, 0.74, 1.44], [1.28, 1.66, 0.02], [1.32, -0.36, -1.36], [-3.16, 1.37, 0.42], [-0.97, 1.88, 0.41], [-1.77, -2.75, -0.11], [2.97, -2.09, -0.65]]}

=====

Which structure loses on stability? entry P does.